No. 1
C59H75B2Br3FIN9O5S | ωB97M-V with the def2-TZVPD basis set

Gap between HOMO and LUMO: 7.143 eV
Electronic energy: -11729.415501 Eh
Strongest force on any atom: 1.92 eV/Å
Highest occupied orbital energy: -10.850 eV

ORCA input file:
```
! wB97M-V def2-TZVPD RIJCOSX def2/J DEFGRID3
* xyz 1 1
C 4.70 -3.20 -0.51
C 3.96 -2.32 -0.87
C 3.12 -1.17 -1.18
C 2.04 -0.90 -0.12
B 2.79 -0.26 1.19
C 4.33 0.07 1.25
O 2.04 0.00 2.28
N 1.34 -2.14 0.43
B 1.76 -3.16 1.50
N 1.39 -2.90 2.89
O 2.52 -4.23 1.12
C 0.20 -2.34 -0.12
Br -0.80 -3.82 0.44
C -0.18 -1.31 -1.21
C -1.71 -1.08 -1.22
C -2.50 -1.11 0.11
C -3.81 -1.90 0.00
C -4.90 -1.30 0.91
C -4.81 -1.80 2.36
C -3.86 -0.97 3.22
C -4.44 0.38 3.67
C -3.81 1.56 2.89
C -2.62 2.17 3.63
O -2.45 3.55 3.31
C -1.85 3.74 2.06
C 0.23 -2.06 -2.53
Br 1.26 -3.67 -2.40
C -0.11 -1.65 -3.77
C -0.93 -0.44 -4.12
Br 0.46 -2.60 -5.30
C 0.81 -0.15 -0.71
C 1.15 0.78 -1.88
C 2.23 1.86 -1.65
C 1.66 3.27 -1.83
I 1.89 3.89 -3.86
S -0.05 1.01 0.41
O 0.87 1.98 0.90
O -1.20 1.51 -0.25
F -0.49 0.14 1.60
H 5.35 -3.96 -0.16
H 3.73 -0.29 -1.30
H 2.68 -1.35 -2.16
H 4.59 0.79 0.47
H 4.94 -0.82 1.13
H 4.60 0.53 2.20
H 2.43 0.69 2.82
H 0.88 -3.71 3.23
H 2.25 -2.90 3.44
H 2.06 -5.04 1.35
H -2.14 -1.80 -1.90
H -1.89 -0.11 -1.68
H -2.81 -0.09 0.32
H -1.93 -1.44 0.97
H -3.64 -2.95 0.26
H -4.19 -1.86 -1.02
H -4.84 -0.22 0.88
H -5.86 -1.57 0.49
H -4.52 -2.85 2.38
H -5.80 -1.72 2.80
H -3.66 -1.56 4.12
H -2.90 -0.80 2.72
H -4.28 0.53 4.73
H -5.51 0.36 3.46
H -4.56 2.32 2.70
H -3.48 1.20 1.92
H -1.70 1.67 3.31
H -2.75 2.12 4.70
H -0.86 3.28 2.01
H -2.44 3.33 1.23
H -1.78 4.81 1.88
H -0.41 0.50 -3.98
H -1.14 -0.49 -5.18
H -1.90 -0.43 -3.64
H 0.24 1.29 -2.19
H 1.44 0.19 -2.75
H 3.02 1.71 -2.38
H 2.68 1.82 -0.66
H 2.18 4.00 -1.21
H 0.61 3.30 -1.57
N -3.21 -0.62 6.55
C -3.47 0.22 7.55
C -2.81 0.21 8.77
C -1.81 -0.73 8.95
C -1.52 -1.62 7.93
C -2.24 -1.52 6.76
H -4.26 0.94 7.36
H -3.06 0.92 9.54
H -1.25 -0.77 9.88
H -0.74 -2.36 8.04
H -2.05 -2.19 5.92
N 2.39 2.25 8.50
C 2.89 2.64 7.33
C 2.20 2.53 6.13
C 0.92 1.98 6.15
C 0.40 1.57 7.37
C 1.17 1.73 8.51
H 3.88 3.07 7.36
H 2.64 2.87 5.21
H 0.35 1.88 5.24
H -0.59 1.14 7.43
H 0.79 1.43 9.48
N -0.82 7.06 5.56
C -0.05 8.10 5.25
C 0.88 8.08 4.22
C 1.02 6.92 3.48
C 0.23 5.83 3.80
C -0.68 5.95 4.84
H -0.19 8.99 5.85
H 1.48 8.95 4.01
H 1.74 6.86 2.67
H 0.30 4.90 3.25
H -1.33 5.13 5.11
N 0.72 -9.15 -5.70
C 0.13 -8.45 -6.66
C 0.16 -7.07 -6.75
C 0.85 -6.37 -5.78
C 1.48 -7.08 -4.76
C 1.38 -8.46 -4.77
H -0.40 -9.04 -7.40
H -0.34 -6.56 -7.56
H 0.90 -5.29 -5.80
H 2.03 -6.57 -3.98
H 1.86 -9.06 -4.00
N 2.39 4.08 -8.42
C 2.72 3.51 -9.58
C 3.95 2.91 -9.81
C 4.88 2.89 -8.78
C 4.55 3.48 -7.57
C 3.30 4.06 -7.45
H 1.97 3.54 -10.35
H 4.17 2.46 -10.77
H 5.85 2.44 -8.92
H 5.25 3.50 -6.75
H 2.99 4.53 -6.52
N -5.11 -9.53 -5.28
C -5.64 -10.16 -6.32
C -4.90 -10.79 -7.31
C -3.52 -10.76 -7.21
C -2.94 -10.10 -6.13
C -3.78 -9.51 -5.20
H -6.73 -10.16 -6.36
H -5.39 -11.29 -8.13
H -2.90 -11.23 -7.96
H -1.87 -10.06 -6.01
H -3.37 -9.00 -4.34
N 2.85 6.41 -1.12
C 2.38 7.17 -2.11
C 2.50 8.55 -2.14
C 3.14 9.18 -1.08
C 3.63 8.41 -0.04
C 3.46 7.04 -0.11
H 1.89 6.64 -2.92
H 2.11 9.12 -2.97
H 3.25 10.26 -1.07
H 4.13 8.86 0.80
H 3.83 6.40 0.68
*
```

No. 2
C59H75Br4GeInN6O2P3 | ωB97M-V with the def2-TZVPD basis set

ΔE to the lowest compared entry with this formula, charge and spin: 10.22 kcal/mol
Gap between HOMO and LUMO (alpha / beta): 7.386 / 5.724 eV
Electronic energy: -16359.370010 Eh
Strongest force on any atom: 1.17 eV/Å
Highest occupied orbital energy (alpha / beta): -7.065 / -7.096 eV

ORCA input file:
```
! wB97M-V def2-TZVPD RIJCOSX def2/J DEFGRID3
* xyz 0 2
In 1.31 0.22 -0.89
C -4.20 -3.92 1.13
C -3.65 -3.14 -0.08
C -4.63 -2.01 -0.42
P -1.89 -2.53 -0.10
C -1.38 -1.95 1.59
N -2.01 -0.69 1.98
Ge -1.63 0.94 0.96
N -3.02 1.51 -0.18
C -2.94 1.41 -1.64
P -1.28 1.25 -2.39
C -1.71 0.39 -3.97
C -2.64 1.13 -4.93
C -2.28 -1.01 -3.67
C -0.84 2.99 -2.83
C -1.96 3.99 -3.10
C 0.18 2.95 -3.98
C -4.02 2.36 0.31
C -4.93 3.09 -0.48
C -5.79 4.01 0.12
C -5.79 4.22 1.48
C -4.96 3.44 2.27
C -4.14 2.50 1.68
N -3.35 1.52 2.40
C -4.06 0.30 2.69
C -5.38 0.24 3.10
C -5.89 -0.96 3.58
C -5.04 -2.05 3.68
C -3.74 -2.00 3.20
C -3.25 -0.83 2.61
C -2.71 2.05 3.59
C -3.32 2.12 4.83
C -2.71 2.80 5.86
C -1.51 3.45 5.60
C -0.88 3.33 4.37
C -1.44 2.55 3.34
N -0.83 2.24 2.13
C 0.61 2.56 2.07
P 1.80 1.20 1.75
C 1.92 0.15 3.27
C 2.86 0.64 4.38
C 0.56 -0.17 3.89
C 3.35 2.20 1.61
C 3.69 3.20 2.73
C 4.57 1.34 1.25
C -0.97 -4.15 -0.29
C 0.50 -4.02 0.10
C -1.55 -5.40 0.38
H -4.77 -4.79 0.80
H -4.87 -3.29 1.71
H -3.43 -4.28 1.81
H -3.62 -3.81 -0.94
H -4.64 -1.24 0.35
H -5.65 -2.40 -0.52
H -4.36 -1.54 -1.37
H -0.29 -1.81 1.53
H -1.54 -2.73 2.34
H -3.37 2.28 -2.11
H -3.53 0.55 -1.97
H -0.74 0.24 -4.45
H -3.59 1.39 -4.45
H -2.87 0.47 -5.77
H -2.20 2.04 -5.33
H -3.37 -0.95 -3.53
H -1.84 -1.46 -2.78
H -2.10 -1.68 -4.51
H -0.32 3.32 -1.94
H -2.65 3.69 -3.89
H -1.51 4.94 -3.40
H -2.55 4.20 -2.20
H -0.30 2.68 -4.93
H 0.98 2.23 -3.81
H 0.64 3.93 -4.10
H -4.98 2.95 -1.55
H -6.48 4.56 -0.52
H -6.44 4.96 1.94
H -4.96 3.55 3.35
H -5.99 1.13 3.07
H -6.92 -1.02 3.91
H -5.40 -2.98 4.11
H -3.11 -2.87 3.27
H -4.29 1.65 4.98
H -3.18 2.86 6.84
H -1.04 4.06 6.37
H 0.04 3.88 4.21
H 0.90 2.99 3.02
H 0.83 3.28 1.29
H 2.33 -0.79 2.87
H 2.55 1.61 4.76
H 3.90 0.70 4.06
H 2.80 -0.07 5.21
H 0.18 0.69 4.44
H 0.67 -0.99 4.59
H -0.20 -0.45 3.16
H 3.13 2.81 0.73
H 4.22 2.73 3.55
H 2.82 3.71 3.13
H 4.35 3.96 2.31
H 4.83 0.66 2.07
H 5.43 1.98 1.06
H 4.39 0.75 0.36
H -1.00 -4.31 -1.37
H 0.61 -3.94 1.19
H 0.96 -3.15 -0.36
H 1.05 -4.90 -0.23
H -1.51 -5.34 1.47
H -0.95 -6.26 0.08
H -2.58 -5.61 0.08
Br 4.12 6.64 -2.10
C 3.87 4.78 -2.02
C 4.82 3.90 -2.53
Br 6.38 4.56 -3.35
C 4.61 2.52 -2.42
Br 5.90 1.28 -3.04
C 3.46 1.99 -1.85
O 3.24 0.69 -1.70
C 2.47 2.89 -1.36
O 1.39 2.36 -0.79
C 2.70 4.25 -1.43
Br 1.39 5.37 -0.65
N 2.71 -1.34 0.34
C 3.77 -1.80 0.28
N 4.99 -2.28 0.13
C 5.89 -1.67 -0.86
C 7.28 -1.54 -0.24
C 7.75 -2.89 0.30
C 6.76 -3.43 1.33
C 5.38 -3.58 0.70
H 5.48 -0.71 -1.16
H 5.92 -2.32 -1.74
H 7.23 -0.81 0.57
H 7.96 -1.15 -1.00
H 8.75 -2.80 0.73
H 7.83 -3.60 -0.53
H 6.69 -2.73 2.17
H 7.09 -4.40 1.73
H 4.63 -3.90 1.42
H 5.41 -4.31 -0.11
C 0.97 -1.27 -2.33
C 0.88 -1.97 -3.31
C 0.84 -2.81 -4.49
C -0.24 -3.66 -4.73
C -0.28 -4.44 -5.88
C 0.76 -4.38 -6.80
C 1.84 -3.54 -6.56
C 1.88 -2.76 -5.42
H -1.05 -3.70 -4.02
H -1.13 -5.08 -6.06
H 0.73 -4.99 -7.69
H 2.65 -3.48 -7.28
H 2.72 -2.09 -5.23
*
```

No. 3
C59H88BCl4N10O8 | ωB97M-V with the def2-TZVPD basis set

Gap between HOMO and LUMO (alpha / beta): 2.794 / 6.142 eV
Electronic energy: -5315.890413 Eh
Strongest force on any atom: 7.30 eV/Å
Highest occupied orbital energy (alpha / beta): -3.266 / -6.643 eV

ORCA input file:
```
! wB97M-V def2-TZVPD RIJCOSX def2/J DEFGRID3
* xyz 0 2
C -5.64 -0.21 2.74
C -4.96 -0.98 1.66
C -4.85 -0.13 0.33
C -6.22 0.13 -0.27
N -6.35 0.50 -1.78
C -7.76 0.56 -2.45
C -7.50 0.24 -3.92
C -6.59 -0.98 -3.69
C -5.65 -0.62 -2.59
C -5.66 1.87 -1.92
C -6.29 3.04 -1.01
C -5.29 4.03 -0.41
H -5.12 0.72 2.97
H -5.69 -0.67 3.73
H -6.66 0.00 2.42
H -5.57 -1.83 1.37
H -4.02 -1.52 1.78
H -4.14 -0.67 -0.29
H -4.40 0.85 0.48
H -6.75 0.80 0.41
H -6.85 -0.75 -0.14
H -8.14 1.58 -2.37
H -8.33 -0.14 -1.84
H -7.07 1.09 -4.45
H -8.41 0.09 -4.49
H -6.13 -1.30 -4.62
H -7.26 -1.80 -3.39
H -4.73 -0.16 -2.95
H -5.39 -1.59 -2.18
H -5.69 2.15 -2.97
H -4.65 1.63 -1.60
H -6.90 2.71 -0.17
H -7.00 3.62 -1.60
H -4.66 3.64 0.39
H -5.76 5.01 -0.26
H -4.55 4.25 -1.18
C 0.28 -8.13 -1.53
C -0.14 -6.77 -2.01
C 0.82 -5.66 -1.65
C 0.95 -5.53 -0.18
N 1.93 -4.38 0.28
C 1.99 -3.10 -0.59
C 3.14 -3.37 -1.62
C 4.16 -4.08 -0.75
C 3.40 -4.91 0.23
C 1.71 -3.96 1.75
C 1.79 -5.09 2.74
C 1.53 -4.52 4.16
H 1.34 -8.38 -1.58
H -0.40 -8.88 -1.91
H -0.06 -8.14 -0.49
H -1.16 -6.59 -1.70
H -0.19 -6.80 -3.10
H 0.44 -4.73 -2.08
H 1.81 -5.82 -2.06
H 1.33 -6.42 0.32
H -0.07 -5.33 0.15
H 2.24 -2.26 0.05
H 1.12 -2.84 -1.20
H 3.42 -2.41 -2.05
H 2.72 -4.06 -2.36
H 4.75 -3.32 -0.23
H 4.81 -4.72 -1.34
H 3.79 -4.92 1.25
H 3.39 -5.93 -0.17
H 0.82 -3.39 2.00
H 2.45 -3.17 1.91
H 2.72 -5.62 2.92
H 1.00 -5.82 2.59
H 1.40 -5.38 4.83
H 0.73 -3.78 4.21
H 2.45 -4.00 4.40
O 2.17 -0.65 3.32
C 1.62 -0.03 2.38
O 1.09 -0.64 1.40
B 0.48 0.31 0.44
O 0.80 1.63 1.06
C 1.43 1.49 2.23
O 1.79 2.39 2.97
O -1.01 0.22 0.19
C -1.23 0.40 -1.06
O -2.26 0.68 -1.63
C 0.18 0.43 -1.84
O 1.08 0.12 -0.94
O 0.32 0.72 -3.02
N 0.32 -1.20 -5.21
C 0.88 -1.47 -6.41
C 0.50 -2.73 -6.83
C -0.04 -3.31 -5.68
C -0.23 -2.37 -4.76
H 0.23 -0.29 -4.78
H 1.35 -0.67 -6.96
H 0.63 -3.16 -7.81
H -0.46 -4.30 -5.59
H -0.72 -2.46 -3.81
N 4.18 1.80 4.63
C 5.24 2.54 4.21
C 6.43 1.92 4.68
C 6.05 0.85 5.48
C 4.65 0.78 5.46
H 3.21 1.98 4.40
H 5.09 3.44 3.63
H 7.42 2.26 4.41
H 6.63 0.25 6.17
H 3.96 0.06 5.87
N 5.78 2.59 -0.06
C 4.78 3.24 -0.66
C 3.64 2.46 -0.58
C 4.07 1.16 -0.09
C 5.25 1.44 0.43
H 6.73 2.93 0.02
H 5.05 4.15 -1.18
H 2.67 2.73 -0.98
H 3.44 0.34 0.19
H 5.96 0.88 1.02
N -3.63 3.96 3.03
C -2.52 3.34 2.62
C -1.51 4.19 2.41
C -2.02 5.44 2.60
C -3.35 5.28 2.90
H -4.49 3.49 3.28
H -2.60 2.26 2.53
H -0.47 4.07 2.15
H -1.60 6.41 2.40
H -3.98 6.07 3.27
N 3.51 5.36 1.95
C 2.70 6.38 2.30
C 3.56 7.44 2.37
C 4.90 7.13 2.34
C 4.85 5.77 2.08
H 3.24 4.41 1.72
H 1.64 6.25 2.38
H 3.13 8.39 2.66
H 5.75 7.75 2.56
H 5.63 5.02 2.01
N -2.48 0.84 -4.50
C -3.32 1.94 -4.64
C -4.04 1.80 -5.85
C -3.77 0.60 -6.43
C -2.71 0.03 -5.61
H -1.95 0.59 -3.68
H -3.38 2.76 -3.94
H -4.66 2.57 -6.27
H -4.08 0.10 -7.33
H -2.13 -0.88 -5.69
N 5.74 -1.50 3.21
C 7.04 -1.83 2.96
C 7.10 -3.25 2.97
C 5.88 -3.77 3.20
C 5.02 -2.66 3.38
H 5.36 -0.56 3.17
H 7.75 -1.06 2.72
H 7.99 -3.84 2.84
H 5.56 -4.79 3.33
H 3.95 -2.67 3.52
N 1.04 5.03 -0.39
C 0.52 4.15 -1.23
C 0.63 4.56 -2.55
C 1.51 5.64 -2.41
C 1.69 6.03 -1.07
H 1.13 4.80 0.59
H 0.11 3.23 -0.84
H 0.18 4.20 -3.46
H 1.98 6.13 -3.25
H 2.39 6.75 -0.67
C -1.54 -1.79 4.53
Cl -1.90 -3.11 5.45
Cl 0.10 -1.41 5.14
Cl -1.62 -2.36 2.84
Cl -2.79 -0.52 4.84
*
```